Here is C5H6O2 in the gas phase from the Open Molecules 2025 dataset. Energies are from ωB97M-V/def2-TZVPD.

Computed properties:
HOMO energy   -8.8 eV
Energy relative to the best compared isomer or geometry (same formula, charge and spin)   135.7 kcal per mole
Kohn-Sham gap   8.2 eV
Max |F|   0.3 eV/A

Last columns: bonded neighbours and bond lengths (Å).
Atoms and positions in Å:
1 C 0.6844 0.6223 0.9525  O2 1.431, C6 1.520, H8 1.093, H9 1.099
2 O 1.1011 -0.6928 0.5710  C1 1.431, C3 1.400
3 C 0.0948 -1.4790 -0.0030  O2 1.400, C4 1.472, C7 1.538, H10 1.086
4 C -0.9316 -0.7204 -0.7369  C3 1.472, O5 1.395, C7 1.500, H11 1.093
5 O -1.2505 0.6151 -0.4919  C4 1.395, C6 1.420
6 C -0.0535 1.3139 -0.1816  C1 1.520, O5 1.420, H12 1.092, H13 1.100
7 C 0.2907 -1.1508 -1.4928  C3 1.538, C4 1.500
8 H 1.6060 1.1584 1.1952  C1 1.093
9 H 0.0447 0.5804 1.8450  C1 1.099
10 H -0.0557 -2.4610 0.4347  C3 1.086
11 H -1.8071 -1.3283 -0.9775  C4 1.093
12 H -0.3349 2.3337 0.0884  C6 1.092
13 H 0.5943 1.3341 -1.0707  C6 1.100